[1]
Computed, not measured: a structure of composition C30H49O3S3ScSi, with ωB97M-V/def2-TZVPD.

```
87
Properties=species:S:1:pos:R:3:lowdin_charge:R:1
Sc 0.305 -0.913 1.078 0.51
C -2.741 -1.157 -0.280 -0.08
C -1.923 -2.384 -0.656 -0.22
C -1.867 -3.504 0.193 -0.23
C -2.747 -3.603 1.421 -0.04
C -1.034 -4.583 -0.137 -0.24
C -0.921 -5.797 0.752 -0.06
C -0.279 -4.540 -1.312 -0.19
C 0.705 -5.643 -1.615 -0.03
C -0.459 -3.499 -2.229 -0.18
C 0.267 -3.556 -3.552 -0.03
C -1.292 -2.424 -1.910 -0.21
C -1.537 -1.351 -2.943 -0.07
H -3.700 -1.140 -0.804 0.11
H -2.204 -0.243 -0.550 0.04
H -2.953 -1.124 0.789 0.06
H -2.162 -3.517 2.341 0.08
H -3.248 -4.569 1.432 0.08
H -3.528 -2.848 1.432 0.07
H -1.105 -6.708 0.180 0.09
H -1.612 -5.769 1.587 0.06
H 0.085 -5.856 1.172 0.06
H 0.234 -6.445 -2.190 0.10
H 1.099 -6.075 -0.698 0.07
H 1.545 -5.264 -2.192 0.08
H 0.228 -4.561 -3.971 0.08
H 1.319 -3.288 -3.414 0.10
H -0.156 -2.872 -4.280 0.07
H -2.073 -1.779 -3.794 0.10
H -0.595 -0.938 -3.300 0.04
H -2.130 -0.526 -2.559 0.06
S 1.004 -3.145 1.827 0.66
C 1.859 -2.788 3.340 -0.66
C 2.401 -3.886 4.011 -0.14
C 3.126 -3.731 5.177 -0.10
C 3.321 -2.458 5.696 -0.10
C 2.766 -1.365 5.057 -0.14
C 2.025 -1.508 3.882 -0.67
S 1.364 -0.021 3.171 0.60
H 2.243 -4.869 3.586 0.09
H 3.539 -4.599 5.675 0.10
H 3.907 -2.316 6.595 0.10
H 2.897 -0.370 5.462 0.10
C 3.358 2.516 0.595 -0.03
C 2.170 3.373 1.023 -0.63
C 2.214 4.740 0.341 -0.02
C 2.185 3.563 2.536 -0.03
O 0.945 2.679 0.715 -0.17
Si 0.267 2.156 -0.669 -0.13
S 0.801 0.142 -1.070 0.42
O -1.357 2.119 -0.428 -0.16
C -2.189 2.613 0.630 -0.63
C -3.624 2.430 0.148 -0.02
C -1.929 4.091 0.912 -0.01
C -1.940 1.771 1.884 -0.02
O 0.721 3.106 -1.896 -0.14
C 0.261 3.301 -3.244 -0.63
C -0.489 2.080 -3.768 -0.05
C -0.659 4.519 -3.225 -0.02
C 1.504 3.552 -4.088 -0.02
H 4.292 3.029 0.829 0.09
H 3.319 2.319 -0.478 0.08
H 3.335 1.562 1.125 0.07
H 3.119 5.267 0.647 0.09
H 1.348 5.338 0.631 0.09
H 2.207 4.631 -0.740 0.07
H 3.100 4.084 2.823 0.09
H 2.155 2.599 3.044 0.03
H 1.330 4.159 2.863 0.09
H -3.792 3.020 -0.754 0.09
H -4.326 2.760 0.915 0.09
H -3.824 1.383 -0.083 0.07
H -2.091 4.678 0.005 0.09
H -0.904 4.238 1.243 0.07
H -2.608 4.449 1.687 0.09
H -2.050 0.706 1.635 0.05
H -2.657 2.007 2.670 0.10
H -0.932 1.948 2.260 0.07
H -1.361 1.878 -3.141 0.08
H 0.162 1.207 -3.743 0.06
H -0.818 2.248 -4.793 0.09
H -1.474 4.337 -2.521 0.08
H -1.076 4.704 -4.215 0.09
H -0.109 5.402 -2.895 0.09
H 2.172 2.693 -4.019 0.09
H 2.038 4.434 -3.730 0.09
H 1.233 3.705 -5.133 0.09
```

## Properties
E_tot   -3643.350953 a.u.
LUMO   -0.2750 eV
Maximum force   0.0219 Eh/bohr
2S+1   1

***

[2]
Computed, not measured: a structure of composition C26H18Cl2N4O4V, with ωB97M-V/def2-TZVPD.

```
55
Properties=species:S:1:pos:R:3:lowdin_charge:R:1
V -0.046 1.128 0.457 0.92
O 2.735 3.997 0.544 0.10
C 2.084 2.979 0.457 -0.43
N 0.861 2.671 1.000 -0.01
C 0.237 3.278 2.071 -0.40
O 0.283 4.420 2.448 0.14
C -0.498 2.185 2.818 -0.17
C -1.340 2.411 3.886 0.02
C -1.863 1.320 4.567 -0.03
C -1.489 0.043 4.173 -0.04
C -0.671 -0.107 3.068 -0.08
N -0.209 0.940 2.380 -0.01
C 2.590 1.717 -0.185 -0.18
C 3.867 1.602 -0.705 0.00
C 4.322 0.358 -1.103 -0.06
C 3.467 -0.739 -0.972 -0.06
C 2.199 -0.555 -0.470 -0.11
N 1.743 0.654 -0.071 -0.02
H -1.568 3.430 4.166 0.13
H -2.546 1.461 5.393 0.11
H -1.850 -0.828 4.701 0.11
H -0.384 -1.087 2.707 0.13
H 4.476 2.494 -0.770 0.12
H 5.325 0.231 -1.487 0.10
H 3.790 -1.729 -1.261 0.11
H 1.501 -1.380 -0.378 0.12
Cl -2.562 -2.962 -2.228 0.73
C -3.113 -2.023 -3.582 -0.58
C -4.362 -2.290 -4.107 -0.11
C -4.825 -1.559 -5.187 -0.09
C -4.013 -0.593 -5.752 -0.12
C -2.757 -0.338 -5.229 -0.57
Cl -1.764 0.815 -6.062 0.74
C -2.275 -1.016 -4.092 -0.31
N -1.028 -0.797 -3.519 0.07
C -0.441 0.494 -3.307 -0.25
C 0.833 0.707 -3.813 -0.03
C 1.485 1.915 -3.627 -0.07
C 0.867 2.929 -2.917 -0.07
C -0.398 2.721 -2.383 -0.03
C -1.068 1.511 -2.567 -0.16
C -2.370 1.308 -1.821 -0.01
C -1.940 0.834 -0.426 -0.65
O -2.080 1.620 0.553 -0.02
O -1.303 -0.269 -0.317 -0.07
H -4.970 -3.066 -3.662 0.10
H -5.808 -1.749 -5.594 0.11
H -4.335 -0.036 -6.621 0.10
H -0.871 -1.398 -2.722 0.07
H 1.294 -0.089 -4.385 0.12
H 2.472 2.071 -4.042 0.11
H 1.370 3.875 -2.760 0.12
H -0.888 3.515 -1.830 0.13
H -3.039 0.592 -2.287 0.12
H -2.888 2.255 -1.699 0.13
```

## Properties
E_tot   -3386.026649 a.u.
LUMO (spin up / spin down)   -0.2146 / -0.5654 eV
Maximum force   0.0475 Eh/bohr
2S+1   2

***

[3]
Computed, not measured: the molecule C5H7Cl, with ωB97M-V/def2-TZVPD.

```
13
Properties=species:S:1:pos:R:3:lowdin_charge:R:1
C 0.272 -0.829 0.023 -0.38
C 0.684 -1.698 0.886 0.07
C 0.148 -0.339 -1.340 -0.05
C -0.727 0.186 -0.137 -0.77
C -0.339 1.585 0.375 -0.08
Cl -2.431 -0.382 -0.161 0.62
H 0.673 -1.647 1.974 0.07
H 1.656 -2.134 0.661 0.07
H 0.919 0.259 -1.785 0.10
H -0.382 -0.845 -2.092 0.08
H -0.808 1.967 1.351 0.10
H -0.460 2.439 -0.291 0.06
H 0.795 1.437 0.536 0.11
```

## Properties
E_tot   -654.807685 a.u.
Relative energy (zero: lowest compared OMol25 entry of this formula, charge and spin)   2.254 eV
LUMO   0.8987 eV
Maximum force   0.0743 Eh/bohr
SMILES   C=C1C[C@@]1(C)Cl
2S+1   1

***

[4]
Computed, not measured: a structure of composition C28H14F15GeIN5ORhS2, with ωB97M-V/def2-TZVPD.

```
68
Properties=species:S:1:pos:R:3:lowdin_charge:R:1
Rh -0.668 -1.699 -0.303 0.49
N -3.092 -2.377 -3.958 0.23
C -2.027 -2.105 -3.218 -0.60
O -2.143 -1.758 -2.032 -0.17
C -0.690 -2.258 -3.911 -0.48
I 0.866 -1.444 -2.738 1.21
H -4.010 -2.311 -3.546 0.14
H -3.019 -2.632 -4.929 0.14
H -0.676 -1.736 -4.864 0.07
H -0.457 -3.308 -4.072 0.07
F 2.432 3.550 2.458 0.13
C 3.069 2.527 1.894 -0.20
C 2.426 1.698 0.986 -0.15
C 3.173 0.654 0.463 -0.25
F 2.619 -0.183 -0.445 -0.02
C 4.484 0.418 0.808 -0.14
F 5.154 -0.607 0.294 0.14
C 5.097 1.270 1.714 -0.11
F 6.350 1.064 2.060 0.18
C 4.391 2.330 2.258 -0.13
F 4.980 3.131 3.125 0.17
Ge 0.636 1.982 0.330 0.84
S -0.421 0.084 0.998 0.45
C 0.531 2.029 -1.590 -0.18
C -0.711 1.856 -2.182 -0.27
F -1.789 1.600 -1.419 0.06
C -0.900 1.923 -3.546 -0.16
F -2.098 1.731 -4.085 0.14
C 0.192 2.186 -4.357 -0.13
F 0.034 2.249 -5.666 0.17
C 1.448 2.373 -3.803 -0.14
F 2.483 2.617 -4.588 0.16
C 1.602 2.289 -2.431 -0.23
F 2.829 2.465 -1.940 0.13
C -0.301 3.478 1.083 -0.14
C -1.419 3.442 1.899 -0.21
F -1.981 2.275 2.257 0.04
C -2.019 4.594 2.368 -0.13
F -3.093 4.531 3.141 0.15
C -1.492 5.825 2.015 -0.11
F -2.059 6.928 2.455 0.18
C -0.375 5.900 1.198 -0.13
F 0.124 7.077 0.864 0.17
C 0.196 4.728 0.748 -0.22
F 1.283 4.808 -0.033 0.11
N 1.657 -7.616 -0.747 0.21
C 1.772 -6.564 -0.300 -0.15
C 1.911 -5.230 0.225 -0.18
C 3.027 -4.832 0.955 0.04
C 3.083 -3.530 1.415 0.00
C 2.042 -2.668 1.128 -0.11
N 0.969 -3.048 0.421 -0.08
C 0.906 -4.309 -0.015 -0.11
H 3.824 -5.535 1.156 0.14
H 3.927 -3.179 1.992 0.13
H 2.048 -1.644 1.476 0.09
H 0.024 -4.608 -0.570 0.12
C -5.039 -1.955 3.612 -0.02
N -4.056 -2.633 2.767 -0.03
C -3.472 -2.112 1.704 -0.79
N -3.780 -0.873 1.331 0.15
S -2.356 -3.110 0.827 0.69
H -5.087 -2.481 4.560 0.10
H -6.027 -1.959 3.151 0.11
H -4.725 -0.933 3.819 0.09
H -3.811 -3.587 2.984 0.13
H -4.446 -0.310 1.833 0.12
H -3.350 -0.478 0.513 0.08
```

## Properties
E_tot   -6203.355363 a.u.
Relative energy (zero: lowest compared OMol25 entry of this formula, charge and spin)   0.000 eV
LUMO (spin up / spin down)   -5.3404 / -8.6241 eV
Maximum force   0.0114 Eh/bohr
Charge   +2
2S+1   5

***

Among the records above, which one has the lowest E_tot?
C28H14F15GeIN5ORhS2